# C22H50IN9O7P

A 5-piece molecular cluster, C22H50IN9O7P overall (wB97M-V/def2-TZVPD, the OMol25 dataset).

Results
**Total charge**: +1
**Frontier orbital gap**: 0.2929 Ha
**Electronic energy**: -2526.5911 Ha
**HOMO**: -11.1117 eV

Element x y z (Å)
H 5.3497 0.1869 -2.1621
C -0.1104 -0.3287 -6.2848
H 0.3085 3.0245 0.3767
H 3.2344 -3.3105 5.9458
O 0.2776 -2.5457 3.0267
C 6.5251 2.1460 0.8975
N 5.2916 2.1379 1.4673
C -2.1160 -1.0930 -0.4672
H 0.0054 0.5389 -5.6359
H -5.2077 3.8428 1.6168
H 0.3303 -3.4313 -4.9095
H -3.2367 -3.2923 -2.7411
C 3.4251 1.1059 -4.4943
C 4.7729 3.2759 2.2006
H 0.6199 -2.9803 -6.6045
H 3.8546 3.6240 1.7214
H -2.2712 3.9930 1.3048
H 1.6110 -2.2629 -5.3073
C -3.3139 -2.3319 -2.1681
H -5.3019 -0.2567 -2.6516
H -2.6127 2.6698 2.5700
C 1.2963 -2.3219 3.6647
C -4.2770 4.0534 2.2041
H -3.3108 0.2677 -1.5376
N -3.1601 0.4327 3.5979
H 3.5152 1.0897 1.8381
C -4.7935 -2.1396 -1.5874
H 2.4255 -0.9396 -3.0353
O -2.2089 -0.6647 -4.4955
H -3.0959 2.8012 -0.5448
H -3.7872 0.2318 0.7865
H 5.4971 4.0901 2.2164
H -3.1693 -1.4670 -2.9061
N -2.5565 0.2278 -0.8481
H 4.5543 2.9725 3.2271
O 1.1865 0.2937 1.8716
O 2.4287 0.8453 -5.1435
C 4.8512 1.1004 -2.4933
H 1.6783 0.5792 -2.4989
H 4.2648 1.6725 -4.9254
C 2.6058 0.0002 -2.5069
H 0.7793 -0.4453 -6.8992
C 0.4805 -3.4187 5.6553
C 0.6127 -2.6151 -5.5756
H 4.5985 1.7117 -1.6243
C 2.7572 -2.3802 5.6315
H 2.1463 -1.7768 3.2225
N -0.3226 -1.5129 -5.4692
H 4.9968 0.0997 1.7738
H -3.0204 0.2245 4.5875
H -0.9821 -0.1739 -6.9250
C -1.7163 0.3675 1.4728
N -1.2354 -0.8434 0.6749
C -2.8667 0.8189 0.4969
N 1.5167 -2.6902 4.9450
I -3.7643 6.1545 2.3552
C -2.1668 -0.3571 2.8333
O -0.0823 2.3634 2.7280
H -4.1195 0.2024 3.3453
H 0.2644 -4.3480 5.1247
H 2.9154 -0.2091 -1.4833
H 7.0685 3.0914 1.0544
H -4.5122 2.2594 0.4067
H -1.2652 -0.4844 3.4828
P -0.1242 1.3469 1.6071
N 3.6327 0.7509 -3.2014
H 0.8101 -0.4762 2.3514
H -6.6448 -0.8651 -1.5609
O 7.0095 1.2249 0.2720
H 2.5374 -1.7692 6.5094
H -0.3496 -0.7212 0.1694
O 0.1565 2.0883 0.1336
H 0.8028 -3.6439 6.6703
H 3.4371 -1.8337 4.9781
H -1.4481 -2.4958 -4.0700
C -3.0021 3.2184 1.6769
C -5.8383 -1.1698 -2.2824
H -4.4930 3.7051 3.2580
H 5.5275 1.6610 -3.1377
H -4.4780 -3.3827 -0.1814
H -6.3459 -1.7226 -3.1233
N -2.3946 -2.2419 -1.0124
H -1.9646 -3.0786 -0.6181
N -5.2227 -2.7591 -0.5307
H -0.4292 -2.8152 5.6852
C 4.4706 0.9510 1.3350
C -1.3817 -1.5526 -4.6383
H 4.3010 0.7480 0.2754
C -3.3794 2.3108 0.4363
H -2.6516 -1.3542 2.5996

# C5H8N2

One molecule with the formula C5H8N2 (wB97M-V/def2-TZVPD, the OMol25 dataset).

Results
**Total charge**: 0
**SMILES**: N#C[C@H](N)C1CC1
**Frontier orbital gap**: 0.4143 Ha
**Energy relative to the best compared isomer or geometry (same formula, charge and spin)**: 131.1 kJ/mol
**Electronic energy**: -304.7856 Ha
**HOMO**: -10.3025 eV

Element x y z (Å)
C -0.9692 0.0466 -0.1874
C 0.4474 0.6222 -0.2274
C 1.0748 0.8325 1.1234
H 1.6327 1.7436 1.3146
H 1.5471 -1.2211 0.4002
H -2.6258 -0.2445 -1.3188
H 0.5651 1.3807 -0.9986
C -0.9738 -1.3161 0.4033
H -1.2341 -0.5435 -2.1279
H 2.6072 0.0550 -0.3261
H -1.5367 0.6957 0.4855
C 1.6646 -0.1691 0.1706
H 0.4995 0.4467 1.9759
N -1.0272 -2.4117 0.7734
N -1.6717 0.0828 -1.4607

# C21H20N2O3

One molecule with the formula C21H20N2O3 (wB97M-V/def2-TZVPD, the OMol25 dataset).

Results
**Total charge**: 0
**SMILES**: Cc1ccc2cc(NC(=O)C[C@H](CC(=O)O)c3ccccc3)ccc2n1
**Frontier orbital gap**: 0.3164 Ha
**Energy relative to the best compared isomer or geometry (same formula, charge and spin)**: 28.9 kJ/mol
**Electronic energy**: -1147.5449 Ha
**HOMO**: -8.0461 eV

Element x y z (Å)
O -1.7021 0.2131 -6.0148
H 0.4985 -1.6946 -5.2722
H -1.2334 -1.7813 -4.8854
C -0.3208 -1.2015 -4.7429
O 0.2728 1.0493 -5.4206
H 1.2619 0.6401 -3.2950
C -1.5633 0.6941 -2.5639
C -2.6139 -0.8742 -0.5460
O 2.3395 -1.4104 -1.0437
H -1.1517 1.3267 -3.3360
N 0.3349 1.0113 4.7138
H -3.8416 0.8149 -0.0716
C -3.0780 0.4172 -0.7226
H 0.1954 -2.1982 -2.9373
H 2.8756 -1.6400 3.4933
C -0.5162 0.1413 -5.3986
H -0.8506 2.3739 2.8705
C 1.3463 -0.3985 -2.9790
C 0.5551 0.8446 3.3953
C -1.6320 -1.3795 -1.3796
C 0.0315 -1.1586 -3.2432
H -0.5037 2.1193 0.4363
H 0.5190 1.1417 -1.2592
H 1.6261 0.7781 7.5412
C 1.4751 -0.1131 2.8909
C 1.9258 -0.7100 5.1685
H -1.2702 -2.3865 -1.2295
C 0.9589 0.5526 0.6350
H -3.0142 -1.4895 0.2457
H -2.9073 2.2085 -1.8825
C 0.9878 0.2708 5.5697
C -1.0911 -0.6041 -2.3979
H 0.3395 -0.4248 7.4797
C 1.6654 -0.2435 1.5044
N 1.0836 0.4715 -0.7544
C 0.0454 1.5059 1.1378
C 0.7118 0.4915 7.0238
H 2.3619 -0.9755 1.1303
C -2.5523 1.1983 -1.7374
C 2.1667 -0.9001 3.8384
C 1.6690 -0.5104 -1.4970
H -1.8098 1.0686 -6.4608
H 2.4366 -1.2930 5.9205
C -0.1536 1.6498 2.4791
H -0.0284 1.2773 7.1397
H 2.1503 -0.8729 -3.5425

# C17H19AuN4O3S3SbSe4

C17H19AuN4O3S3SbSe4 as an isolated structure (wB97M-V/def2-TZVPD, the OMol25 dataset).

Results
**Total charge**: -1
**Frontier orbital gap**: 0.2573 Ha
**Energy relative to the best compared isomer or geometry (same formula, charge and spin)**: 0.0 kJ/mol
**Electronic energy**: -12280.4181 Ha
**HOMO**: -5.0836 eV

Element x y z (Å)
H 3.8624 -0.7090 6.0967
Se -4.8287 2.6062 -2.1557
H -4.4159 -2.0372 0.7356
Sb -3.7725 0.7769 -3.2716
N -1.3613 -2.2477 1.3506
O 1.0110 -1.9516 -0.4339
C -3.7077 -2.2783 1.5285
H 2.2830 1.6985 -5.7555
C 2.8326 -0.8232 5.7530
H 1.6687 -3.3062 1.9746
C 1.1231 3.4831 -5.4757
H 3.7516 0.7864 3.7796
C -1.0597 2.7083 -1.3697
C -0.1700 3.5708 -3.4873
C 2.1968 -2.2087 3.7449
Au 0.1769 -0.0571 -1.1734
S 2.4950 -1.6946 -0.2336
H -4.2316 -2.8109 2.3244
H -2.4262 -4.0644 1.4807
C 1.1764 1.6197 -3.9352
H -2.4055 3.1452 0.0816
C 3.2347 -0.3083 2.0159
C -1.7456 -1.0516 1.8199
H 1.4500 3.9282 -6.4060
H 2.3831 -1.6514 6.2997
H 1.5224 0.6362 -3.6441
O 2.8548 -0.4269 -0.8560
N -0.2635 1.8330 -1.9323
C 0.2343 4.1707 -4.6687
O 3.2971 -2.8337 -0.5901
H 1.7797 -2.9495 4.4169
Se -2.4910 -0.7402 -1.6649
H -0.1425 5.1438 -4.9529
S -0.7339 0.2626 2.1068
S -1.2783 4.1754 -2.2829
C 0.2807 2.3029 -3.1253
C 3.3016 -0.1180 3.3870
H 2.2937 0.0878 6.0184
H 3.6102 0.4330 1.3245
H -2.5520 -3.2357 -0.0792
Se -4.6710 -1.5113 -2.5549
C 2.6432 -1.4556 1.5166
C 2.7793 -1.0590 4.2681
C 1.5932 2.2221 -5.1072
H -0.4721 -2.3159 0.8614
N -1.6944 2.5054 -0.2200
H -3.5624 -0.2110 2.1984
C -2.5014 -3.0877 1.0007
C 2.1284 -2.4122 2.3769
N -3.0718 -1.0745 2.0480
H -1.5016 1.6830 0.3489
Se -2.9034 0.8520 -5.4821